[1]
Below is an isolated molecule of C4H6O2, with properties calculated with ωB97M-V/def2-TZVPD.

The largest force on an atom comes out at 0.5 eV/Å. Its SMILES is O=C1CCOC1. The value obtained for the energy relative to the best compared isomer or geometry (same formula, charge and spin) is 0.9124 eV.

Each line ends with the Mulliken charge.
CARTESIAN COORDINATES (ANGSTROEM)
O 0.2166 -2.2715 -0.4239  -0.5528
C 0.1380 -1.0735 -0.3275  0.4060
C 1.0223 -0.1292 0.4770  -0.3835
C 0.0227 0.9989 0.7135  -0.4339
O -0.6761 1.1238 -0.5194  -0.3667
C -0.9376 -0.1887 -0.9691  -0.3466
H 1.8663 0.1818 -0.1563  0.2437
H 1.4032 -0.5880 1.3915  0.3160
H -0.6670 0.6987 1.5208  0.2757
H 0.4377 1.9737 0.9700  0.3024
H -0.8549 -0.2265 -2.0598  0.2729
H -1.9449 -0.5272 -0.6747  0.2668

---

[2]
Below is C4H13InN2O3P as an isolated structure, with properties calculated with ωB97M-V/def2-TZVPD.

The largest force on an atom comes out at 0.2 eV/Å. Its total charge is -1.

Each line ends with the Mulliken charge.
CARTESIAN COORDINATES (ANGSTROEM)
C 2.2934 2.0762 -0.1425  -0.8860
C 0.9340 2.1290 -0.8523  -0.4650
N 0.3341 0.8481 -1.1682  -0.5446
In -0.3484 -0.3783 0.4115  0.7075
C -2.5093 -0.7396 0.1501  -0.9496
C -3.3026 0.5039 0.3210  -0.0270
N -3.3567 1.2744 1.3345  -0.7463
P 0.9125 -2.6131 0.2568  0.6396
O 0.3663 -3.7313 1.0722  -0.7007
O 2.5081 -2.3206 0.5018  -0.5639
O 1.1147 -3.1272 -1.2938  -0.5467
H 2.5813 3.0509 0.2658  0.3493
H 2.2518 1.3621 0.6848  0.1496
H 3.0815 1.7492 -0.8281  0.2780
H 0.2373 2.6963 -0.2239  0.2747
H 1.0571 2.7272 -1.7697  0.3252
H 0.9239 0.3571 -1.8322  0.1767
H 0.0236 0.3555 1.9689  -0.3447
H -2.8163 -1.4792 0.8958  0.3353
H -2.6858 -1.1774 -0.8341  0.3266
H -3.9464 0.7961 -0.5181  0.3259
H -2.7103 0.9433 2.0571  0.2609
H 2.6146 -1.5085 1.0086  0.3220
H 0.4414 -3.7942 -1.4662  0.3030

---

[3]
Below is a 4-piece molecular cluster, C16H23Br7ClNO4P overall, with properties calculated with ωB97M-V/def2-TZVPD.

The largest force on an atom comes out at 1.0 eV/Å. Its total charge is +1.

Each line ends with the Mulliken charge.
CARTESIAN COORDINATES (ANGSTROEM)
C -3.9061 -4.2088 -1.5474  -0.8497
C -2.4939 -4.7166 -1.7398  -0.3791
O -1.4565 -3.8005 -1.2601  -0.3382
C -1.7845 -3.0151 -0.2328  0.2839
O -2.0467 -3.4163 0.8629  -0.5427
C -1.7964 -1.5177 -0.5049  0.6973
C -2.0615 -0.7474 0.6270  -0.6354
C -2.0883 0.6105 0.5252  -0.7485
N -1.8377 1.1683 -0.6663  0.1744
C -1.5621 0.4828 -1.7922  0.1699
C -1.2503 1.3577 -2.9760  -1.2387
C 0.2626 1.3723 -3.1511  0.5068
O 0.9758 1.3142 -2.2014  -0.3622
Cl 0.8628 1.5501 -4.7748  -0.1227
C -1.5464 -0.9157 -1.7553  0.8730
P -1.2392 -2.0429 -3.2489  0.1702
O -1.3583 -0.9608 -4.4657  -0.5785
Br 0.9616 -2.1870 -2.9785  -0.1559
H -4.5746 -4.7991 -2.1745  0.3930
H -4.0145 -3.1734 -1.8822  0.2609
H -4.2552 -4.3161 -0.5213  0.1753
H -2.2852 -4.8661 -2.7953  0.3761
H -2.3602 -5.6577 -1.2097  0.3328
H -2.2540 -1.2183 1.5793  0.5769
H -2.2733 1.2792 1.3533  0.4448
H -1.8256 2.1801 -0.7147  0.2789
H -1.8038 1.0933 -3.8673  0.5088
H -1.4996 2.3948 -2.7313  0.3949
H -0.5154 -0.7483 -4.8919  0.3215
Br 2.7261 6.6351 0.2950  -0.1471
C 3.5096 4.9690 -0.3342  -0.6730
C 2.4562 3.9422 -0.6475  -0.5329
Br 1.7069 3.1709 0.9775  -0.1608
H 4.1980 4.6316 0.4353  0.3704
H 4.0675 5.2244 -1.2320  0.4106
H 2.8843 3.1066 -1.1963  0.3291
H 1.6274 4.3627 -1.2079  0.3938
Br 7.6910 5.2720 1.1002  -0.1182
C 6.5120 6.5467 1.9789  -0.2100
C 6.6229 6.4810 3.4772  -0.5846
Br 5.7272 4.9077 4.1875  -0.1387
H 5.5101 6.3240 1.6315  -0.0509
H 6.8132 7.5248 1.6113  0.3691
H 6.1231 7.3337 3.9305  0.3505
H 7.6526 6.4378 3.8158  0.3909
Br -4.6252 -5.7271 2.2141  -0.1362
C -2.9670 -5.6597 3.2312  -0.5196
C -2.9201 -6.7253 4.2932  -0.6241
Br -4.0567 -6.2857 5.8056  -0.1323
H -2.8985 -4.6602 3.6469  0.3764
H -2.1723 -5.8056 2.5037  0.2755
H -1.9132 -6.8111 4.6947  0.3830
H -3.2486 -7.6911 3.9238  0.3910

---

[4]
Below is an isolated molecule of C2H5N3O at a distorted geometry, with properties calculated with ωB97M-V/def2-TZVPD.

The largest force on an atom comes out at 5.1 eV/Å. Its SMILES is [H]/N=C(\N)NC=O. The value obtained for the energy relative to the best compared isomer or geometry (same formula, charge and spin) is 1.1352 eV.

Each line ends with the Mulliken charge.
CARTESIAN COORDINATES (ANGSTROEM)
H 0.4935 -2.0311 1.1216  0.2296
N -0.1786 -1.2909 0.9218  -0.6784
C 0.1489 -0.5199 -0.0196  0.5950
N 1.3448 -0.6341 -0.8413  -0.5964
N -0.4373 0.6335 -0.3267  -0.1864
C -1.4242 1.4052 0.3846  0.0571
O -1.5650 2.6385 0.2780  -0.5225
H 2.1963 -0.4937 -0.2774  0.2476
H 1.4134 -1.5650 -1.2318  0.2650
H -0.0259 1.1914 -1.0629  0.2539
H -1.9660 0.6661 1.0538  0.3353

---

[5]
Below is C29H25N9O3TaTe4 as an isolated structure at a distorted geometry, with properties calculated with ωB97M-V/def2-TZVPD.

The largest force on an atom comes out at 7.6 eV/Å. Its total charge is +1. The value obtained for the energy relative to the best compared isomer or geometry (same formula, charge and spin) is 7.5976 eV.

Each line ends with the Mulliken charge.
CARTESIAN COORDINATES (ANGSTROEM)
Ta -0.6044 0.4018 1.2501  2.4260
O 1.7304 1.1669 1.9680  -0.6195
C 1.2519 1.4525 0.8845  0.7383
N 0.1117 2.0128 0.6604  -0.3053
C -0.3961 2.4804 1.8870  0.6965
C -0.8603 3.7973 1.8908  -0.6960
C -1.2185 4.4171 3.0683  -0.7902
C -1.0804 3.7336 4.2698  -0.8012
C -0.6887 2.4163 4.2669  -0.8453
C -0.3758 1.7502 3.0731  0.6482
N -0.2909 0.3760 3.0988  0.2095
C 0.6313 -0.3163 3.7701  0.0652
O 1.5153 0.1409 4.4715  -0.6557
C 0.4415 -1.8040 3.6090  0.2528
C 1.2637 -2.6889 4.2843  -0.6367
C 0.9834 -4.0416 4.1860  -0.4640
C -0.1077 -4.4520 3.4300  -0.7570
C -0.8518 -3.5020 2.7563  -0.1794
N -0.5776 -2.1949 2.8305  0.0209
C 2.1708 1.2459 -0.2936  -0.4231
C 2.7995 2.3785 -0.7936  -0.6188
C 3.7604 2.2325 -1.7744  -0.7107
C 4.0710 0.9517 -2.2267  -0.8967
C 3.4436 -0.1359 -1.6673  0.0447
N 2.5237 0.0223 -0.7052  0.9505
H -0.8891 4.3322 0.9463  0.4988
H -1.5719 5.4335 3.0446  0.4998
H -1.3012 4.2147 5.2068  0.4700
H -0.6187 1.8395 5.1806  0.5315
H 2.0857 -2.3066 4.8709  0.5253
H 1.5995 -4.7592 4.7051  0.4801
H -0.3793 -5.4914 3.3517  0.4572
H -1.6991 -3.7761 2.1228  0.4257
H 2.5084 3.3525 -0.4259  0.5579
H 4.2414 3.1014 -2.1950  0.5099
H 4.7877 0.8000 -3.0161  0.4804
H 3.6187 -1.1444 -2.0066  0.4718
Te -3.0433 0.1768 1.3655  -0.7789
Te -5.7135 -0.3282 1.1937  -0.1538
Te -2.8914 -3.3510 -1.4564  -0.1856
Te -1.5854 -1.3603 -0.0927  -0.4365
N -0.7959 1.9829 -3.6777  0.0646
C -0.4287 1.5434 -2.4666  -0.6787
N -1.4266 1.4238 -1.6212  0.4894
C -2.5640 1.8030 -2.3447  0.6153
C -3.9138 1.8616 -2.0028  -0.4857
C -4.7972 2.2934 -2.9703  -0.8679
C -4.3726 2.6747 -4.2456  -0.4398
C -3.0443 2.6128 -4.6091  -1.1715
C -2.1583 2.1640 -3.6439  0.7918
H -0.2031 2.0987 -4.4831  0.2322
H 0.5967 1.3040 -2.2401  0.2543
H -4.3043 1.5725 -1.0315  -0.0652
H -5.8452 2.3198 -2.7207  0.4483
H -5.1003 3.0169 -4.9628  0.3986
H -2.6988 2.8873 -5.5921  0.4155
C 2.1430 -4.4830 -1.8473  -1.0895
N 1.9379 -3.0772 -1.5654  0.2258
C 2.2664 -2.5081 -0.2812  -1.8012
C 1.5364 -1.1375 -0.3362  1.1745
O 0.9089 -0.8318 0.7845  -0.2313
N 0.7283 -1.1821 -1.5054  -0.1500
C 0.9573 -2.3361 -2.1272  -0.2302
N 0.3042 -2.6997 -3.2248  -0.3353
H 3.0989 -4.7879 -1.4246  0.3407
H 2.1826 -4.6184 -2.9253  0.4143
H 1.3398 -5.1008 -1.4339  0.3730
H 3.3401 -2.4280 -0.1007  0.3679
H 1.8190 -3.0938 0.5371  0.3987
H -0.5181 -2.1656 -3.4783  0.2948
H 0.2171 -3.6829 -3.4487  0.2402

---

| no. | energy (Ha) |
| --- | --- |
| 1 | -306.47277 |
| 2 | -1027.03023 |
| 3 | -19798.65830 |
| 4 | -318.70877 |
| 5 | -2967.34019 |